DFT (the ωB97M-V functional and the def2-TZVPD basis) results for C16H18N8O3S in the gas phase in a non-equilibrium geometry.

Kohn-Sham gap   8.27 eV
ΔE to the lowest compared entry with this formula, charge and spin   12.62 kJ/mol
Net charge   0
SMILES   CN(C)/C=N/c1ncnc2c1ncn2CC(=O)Nc1cccc(S(N)(=O)=O)c1

Positions of all 46 atoms, in Å:
O  -1.775  1.810  1.242
O  0.757  6.748  3.441
O  -1.573  7.561  3.063
N  -1.786  -3.003  0.263
N  0.804  -4.571  -0.485
N  1.769  -2.525  -1.102
N  0.410  -0.494  -1.130
C  -1.747  1.687  0.072
C  -2.556  -1.882  0.291
C  1.812  -5.273  -0.992
C  1.568  -1.184  -1.450
C  0.719  -3.230  -0.579
C  -0.535  -1.280  -0.496
C  0.296  6.046  -1.188
C  -0.192  4.764  -1.343
C  0.066  6.609  0.088
C  -0.767  4.516  0.917
C  -0.529  -2.666  -0.340
C  -0.721  3.991  -0.351
C  -0.493  5.894  1.161
N  -1.164  2.692  -0.650
N  2.034  -6.613  -0.647
N  -1.800  -0.901  -0.248
N  -0.959  5.183  3.873
C  0.959  -7.388  -0.022
C  3.087  -7.417  -1.380
C  -2.237  0.437  -0.704
S  -0.595  6.509  2.833
H  -3.539  -1.836  0.693
H  2.615  -4.618  -1.397
H  2.447  -0.626  -1.852
H  0.818  6.680  -1.954
H  -0.086  4.272  -2.305
H  0.504  7.526  0.375
H  -1.047  3.909  1.718
H  -1.138  2.419  -1.642
H  -0.298  5.357  4.717
H  -1.937  5.319  4.099
H  0.729  -6.899  0.964
H  1.179  -8.403  0.253
H  0.087  -7.353  -0.672
H  3.231  -8.448  -0.907
H  2.932  -7.445  -2.499
H  4.048  -6.854  -1.299
H  -3.387  0.517  -0.667
H  -2.009  0.461  -1.760


DFT (the ωB97M-V functional and the def2-TZVPD basis) results for a molecular structure, C16H19AlBr36F9OS in a non-equilibrium geometry.

Kohn-Sham gap   6.29 eV
Net charge   -1

Positions of all 83 atoms, in Å:
O  -3.356  0.392  0.453
Al  -2.757  0.743  -1.223
C  -0.769  1.229  -1.229
C  0.071  0.455  -2.280
C  0.413  -0.961  -1.854
F  -0.091  -1.814  -2.811
F  -0.183  -1.347  -0.704
C  1.915  -1.349  -1.828
F  2.007  -2.656  -1.497
F  2.423  -1.239  -3.070
S  3.039  -0.377  -0.667
F  3.170  0.796  -1.719
F  1.841  0.320  0.057
F  3.040  -1.537  0.415
F  4.314  -1.079  -1.342
F  4.031  0.434  0.270
H  -2.625  0.381  1.071
H  -3.051  -0.519  -2.204
H  -3.672  1.964  -1.781
H  -0.736  2.276  -1.541
H  -0.302  1.199  -0.245
H  0.958  1.017  -2.569
H  -0.545  0.382  -3.166
C  -2.995  3.577  2.872
Br  -1.348  2.663  2.492
Br  -2.684  5.212  3.853
Br  -4.000  3.880  1.267
H  -3.581  2.931  3.508
C  5.342  -1.532  -5.329
Br  4.562  0.222  -5.393
Br  4.479  -2.739  -6.554
Br  7.248  -1.475  -5.608
H  5.177  -1.916  -4.333
C  2.047  4.103  -1.645
Br  2.033  3.841  -3.551
Br  3.270  5.504  -1.129
Br  0.283  4.385  -0.966
H  2.413  3.189  -1.201
C  5.836  -0.719  2.988
Br  7.710  -0.579  2.578
Br  5.391  -2.428  3.746
Br  5.251  0.732  4.114
H  5.298  -0.633  2.055
C  -4.293  -3.305  0.847
Br  -5.270  -1.829  1.586
Br  -2.461  -2.858  0.494
Br  -4.448  -4.896  1.943
H  -4.744  -3.546  -0.102
C  3.933  4.065  5.720
Br  4.103  5.530  4.487
Br  5.165  4.218  7.197
Br  2.124  3.850  6.327
H  4.201  3.168  5.183
C  -3.548  0.764  -5.885
Br  -5.110  -0.138  -5.212
Br  -2.625  1.710  -4.496
Br  -2.382  -0.453  -6.828
H  -3.888  1.494  -6.603
C  -4.900  -6.483  -1.768
Br  -5.491  -4.712  -2.231
Br  -6.382  -7.580  -1.221
Br  -3.885  -7.290  -3.190
H  -4.242  -6.391  -0.915
C  -10.077  -6.998  0.905
Br  -8.973  -5.433  0.774
Br  -9.944  -8.101  -0.670
Br  -9.698  -8.001  2.505
H  -11.103  -6.665  0.973
C  10.381  2.059  0.417
Br  11.465  3.107  -0.780
Br  8.538  2.037  -0.120
Br  11.075  0.274  0.628
H  10.427  2.533  1.386
C  -12.032  -2.200  0.301
Br  -12.383  -3.833  -0.658
Br  -11.626  -2.544  2.151
Br  -10.653  -1.166  -0.548
H  -12.938  -1.614  0.276
C  8.115  6.759  6.618
Br  6.707  8.060  6.490
Br  8.767  6.249  4.881
Br  9.540  7.358  7.768
H  7.690  5.875  7.069


DFT (the ωB97M-V functional and the def2-TZVPD basis) results for a molecular structure, C16H19Br27IN2O2 in a non-equilibrium geometry.

Kohn-Sham gap   8.45 eV
Net charge   +1

Positions of all 67 atoms, in Å:
C  0.382  -1.850  0.862
C  0.804  -1.787  -0.614
O  2.238  -1.579  -0.862
C  2.869  -1.055  0.194
C  2.864  0.295  0.557
N  3.637  0.230  1.715
C  4.064  -0.968  2.069
N  3.595  -1.778  1.111
C  3.727  -3.216  0.909
C  3.571  -4.047  2.212
O  4.278  -3.847  3.148
I  2.054  -5.585  2.234
H  -0.661  -2.215  0.877
H  0.948  -2.585  1.461
H  0.340  -0.858  1.349
H  0.497  -2.732  -1.088
H  0.275  -0.944  -1.086
H  2.392  1.122  0.066
H  3.871  1.047  2.269
H  4.649  -1.298  2.921
H  3.023  -3.606  0.165
H  4.755  -3.405  0.551
C  -0.290  -0.931  -4.766
Br  1.018  -2.292  -4.367
Br  -2.087  -1.569  -4.492
Br  0.050  0.695  -3.780
H  -0.191  -0.692  -5.817
C  2.160  -7.398  -1.508
Br  3.735  -8.406  -1.969
Br  2.389  -5.511  -1.863
Br  0.582  -8.095  -2.364
H  2.017  -7.503  -0.440
C  -2.851  0.838  1.494
Br  -3.370  -0.799  0.614
Br  -3.545  0.943  3.283
Br  -0.933  1.101  1.453
H  -3.294  1.652  0.932
C  -6.496  1.925  -0.554
Br  -8.054  2.592  -1.473
Br  -4.996  3.140  -0.696
Br  -6.879  1.483  1.282
H  -6.206  1.007  -1.049
C  -4.417  4.494  5.399
Br  -5.231  4.377  3.651
Br  -4.989  6.071  6.348
Br  -4.704  2.891  6.440
H  -3.350  4.585  5.247
C  4.276  4.504  -0.179
Br  3.849  2.776  0.597
Br  3.185  4.864  -1.723
Br  4.178  5.919  1.125
H  5.303  4.450  -0.519
C  -0.849  -11.205  -5.334
Br  -0.793  -12.672  -4.085
Br  -1.862  -9.716  -4.640
Br  0.918  -10.666  -5.887
H  -1.366  -11.557  -6.217
C  5.788  9.022  3.203
Br  7.095  7.668  3.630
Br  3.986  8.388  3.493
Br  6.124  10.666  4.146
H  5.883  9.234  2.146
C  -8.106  6.831  -2.358
Br  -7.162  6.057  -3.852
Br  -7.304  6.335  -0.676
Br  -8.281  8.743  -2.531
H  -9.106  6.419  -2.366


DFT (the ωB97M-V functional and the def2-TZVPD basis) results for a molecular structure, C16H19F6IrN7O2PSb.

Kohn-Sham gap (alpha / beta)   3.87 / 3.86 eV
ΔE to the lowest compared entry with this formula, charge and spin   0.00 kJ/mol
Net charge   +3

Positions of all 53 atoms, in Å:
Ir  -0.251  -0.706  -0.902
C  -1.376  4.599  -0.208
N  -1.212  3.304  -0.893
C  -1.451  3.094  -2.212
C  -1.179  1.777  -2.467
N  -0.772  1.207  -1.297
C  -0.797  2.147  -0.336
P  -0.359  1.930  1.412
C  -1.219  0.375  1.711
N  -1.406  -0.604  0.764
C  -2.296  -1.475  1.227
C  -2.605  -1.095  2.533
N  -1.921  0.028  2.819
C  -1.965  0.771  4.093
C  1.107  0.892  1.218
N  1.252  -0.058  0.244
C  2.504  -0.510  0.273
C  3.150  0.120  1.341
N  2.273  0.958  1.918
C  2.555  1.831  3.074
H  -1.681  5.333  -0.947
H  -0.430  4.907  0.231
H  -2.148  4.518  0.554
H  -1.795  3.875  -2.870
H  -1.260  1.234  -3.392
H  -2.657  -2.329  0.677
H  -3.271  -1.570  3.238
H  -2.664  0.266  4.754
H  -2.307  1.787  3.909
H  -0.976  0.766  4.544
H  2.892  -1.250  -0.406
H  4.168  0.019  1.686
H  3.594  1.690  3.356
H  1.916  1.548  3.906
H  2.395  2.870  2.794
F  0.181  -2.577  -0.392
Sb  0.713  -3.737  1.406
F  2.431  -3.182  0.894
F  0.535  -1.998  2.185
F  1.158  -4.584  2.973
F  -1.150  -3.851  1.583
F  0.727  -5.125  0.190
O  2.695  -0.355  -3.335
C  1.678  -0.913  -3.587
C  1.180  -1.603  -4.850
C  -0.276  -2.058  -4.578
C  -0.491  -1.580  -3.194
O  -1.483  -1.516  -2.399
N  0.603  -1.040  -2.622
H  1.842  -2.442  -5.066
H  1.260  -0.907  -5.684
H  -0.397  -3.144  -4.605
H  -1.016  -1.640  -5.262


Q: Among the records above, which one has the highest net charge?
A: C16H19F6IrN7O2PSb


Q: Look up the net charge of the second one.
A: -1


Please write out number 1 again, unchanged.
DFT (the ωB97M-V functional and the def2-TZVPD basis) results for C16H18N8O3S in the gas phase in a non-equilibrium geometry.

Kohn-Sham gap   8.27 eV
ΔE to the lowest compared entry with this formula, charge and spin   12.62 kJ/mol
Net charge   0
SMILES   CN(C)/C=N/c1ncnc2c1ncn2CC(=O)Nc1cccc(S(N)(=O)=O)c1

Positions of all 46 atoms, in Å:
O  -1.775  1.810  1.242
O  0.757  6.748  3.441
O  -1.573  7.561  3.063
N  -1.786  -3.003  0.263
N  0.804  -4.571  -0.485
N  1.769  -2.525  -1.102
N  0.410  -0.494  -1.130
C  -1.747  1.687  0.072
C  -2.556  -1.882  0.291
C  1.812  -5.273  -0.992
C  1.568  -1.184  -1.450
C  0.719  -3.230  -0.579
C  -0.535  -1.280  -0.496
C  0.296  6.046  -1.188
C  -0.192  4.764  -1.343
C  0.066  6.609  0.088
C  -0.767  4.516  0.917
C  -0.529  -2.666  -0.340
C  -0.721  3.991  -0.351
C  -0.493  5.894  1.161
N  -1.164  2.692  -0.650
N  2.034  -6.613  -0.647
N  -1.800  -0.901  -0.248
N  -0.959  5.183  3.873
C  0.959  -7.388  -0.022
C  3.087  -7.417  -1.380
C  -2.237  0.437  -0.704
S  -0.595  6.509  2.833
H  -3.539  -1.836  0.693
H  2.615  -4.618  -1.397
H  2.447  -0.626  -1.852
H  0.818  6.680  -1.954
H  -0.086  4.272  -2.305
H  0.504  7.526  0.375
H  -1.047  3.909  1.718
H  -1.138  2.419  -1.642
H  -0.298  5.357  4.717
H  -1.937  5.319  4.099
H  0.729  -6.899  0.964
H  1.179  -8.403  0.253
H  0.087  -7.353  -0.672
H  3.231  -8.448  -0.907
H  2.932  -7.445  -2.499
H  4.048  -6.854  -1.299
H  -3.387  0.517  -0.667
H  -2.009  0.461  -1.760